DFT (wB97M-V/def2-TZVPD) results for 2 unconnected molecules or ions with the total composition C3H12N2O at a distorted geometry.

Calculated values
frontier orbital gap	10.57	eV
strongest force on any atom	1.52	eV/A

Structure (XYZ):
```
18
C3H12N2O, DFT wB97M-V/def2-TZVPD
C -2.03853 0.86480 0.66618
C -1.95497 -0.34030 -0.26622
O -3.27512 -0.82489 -0.50235
H -3.09363 1.07489 0.84125
H -1.59875 1.75798 0.22138
H -1.53211 0.67832 1.61188
H -1.41717 -0.05820 -1.16971
H -1.42114 -1.17095 0.21151
H -3.23575 -1.48436 -1.19899
N 1.58726 -0.76408 -1.02703
C 2.15490 0.37394 -0.33068
N 2.84830 -0.00523 0.91011
H 0.89431 -1.20902 -0.43560
H 2.32214 -1.44166 -1.19308
H 1.34930 1.10543 -0.20518
H 2.88826 0.83892 -0.99252
H 2.16892 -0.19971 1.59532
H 3.35379 0.80413 1.26372
```



DFT (wB97M-V/def2-TZVPD) results for 2 unconnected molecules or ions with the total composition C3H12N2O at a distorted geometry.

Calculated values
frontier orbital gap	9.80	eV
strongest force on any atom	2.86	eV/A

Structure (XYZ):
```
18
C3H12N2O, DFT wB97M-V/def2-TZVPD
N 0.91061 -0.78384 1.39673
C 1.70833 -0.46203 0.22130
C 0.79737 -0.03856 -0.97763
C -0.42124 0.77655 -0.46561
N -0.57499 1.98588 -1.25355
H 0.67210 -1.75882 1.48289
H 1.18009 -0.52177 2.33480
H 2.37228 0.41307 0.35555
H 2.38622 -1.17979 -0.23096
H 0.30670 -0.96409 -1.38515
H 1.45351 0.26730 -1.78161
H -1.24573 0.09806 -0.53727
H -0.34451 1.13465 0.57705
H -1.26166 2.64676 -0.97934
H -0.72160 1.89058 -2.23855
O -2.78846 -1.12772 1.24274
H -2.15676 -0.44036 1.02654
H -2.27226 -1.93586 1.21208
```



DFT (wB97M-V/def2-TZVPD) results for 3 unconnected molecules or ions with the total composition C3H12N2O at a distorted geometry.

Calculated values
frontier orbital gap	10.53	eV
strongest force on any atom	2.09	eV/A

Structure (XYZ):
```
18
C3H12N2O, DFT wB97M-V/def2-TZVPD
C 1.92347 0.16370 2.04196
C 1.53459 -1.09561 2.14517
H 2.51493 0.49791 1.20262
H 1.54912 0.92955 2.70838
H 1.70643 -1.87436 1.41481
H 0.76374 -1.41534 2.84320
N -0.01378 -1.71922 -0.60807
C -0.02412 -1.03945 -1.84271
O -1.29895 -0.36625 -2.05195
H -0.05890 -1.16581 0.24254
H -0.87473 -2.26641 -0.61679
H 0.79138 -0.31657 -1.88446
H 0.05411 -1.71173 -2.69535
H -1.58519 -0.47160 -2.97934
N -1.63120 2.74791 0.06015
H -1.20473 3.61099 0.39784
H -2.49341 2.67784 0.55345
H -1.65275 2.81446 -0.93145
```



Taking the records one at a time from the top gives E_tot values of -8332.69048; -8332.36708; -8331.86136 eV.
Taking the records one at a time from the top gives relative energy (zero: lowest compared OMol25 entry of this formula, charge and spin) values of 14.6; 22.0; 33.7 kcal per mole.